Entry 1:
Computed, not measured: an isolated molecule of C30H37N5O6, with ωB97M-V with the def2-TZVPD basis set.

The calculation puts the HOMO energy at -8.630 eV. The energy above the lowest of the compared OMol25 structures with the same formula, charge and spin comes out at 0.057 eV. Its SMILES is CC(C)C[C@H](NC(=O)c1[nH]cnc1C(=O)Nc1ccc(CNC(=O)OC(C)(C)C)cc1)C(=O)OCc1ccccc1. The value obtained for the HOMO-LUMO gap is 8.886 eV. As for the spin multiplicity: 1. For the LUMO energy, the calculation gives 0.26 eV.

Positions of all 78 atoms, in Å:
C  -5.5751  -3.9370  -0.8888
C  -4.3906  -3.4364  -1.7115
C  -4.5999  -3.7500  -3.1923
C  -4.1797  -1.9279  -1.5420
C  -3.9527  -1.4830  -0.0876
N  -3.6222  -0.0786  -0.0412
C  -4.4553  0.8336  0.4731
O  -5.5661  0.6011  0.9294
C  -3.9444  2.2248  0.4962
N  -4.7505  3.1770  1.0482
C  -4.0787  4.3444  1.0380
N  -2.8903  4.2092  0.5197
C  -2.7753  2.8935  0.1628
C  -1.5319  2.4035  -0.4461
O  -1.4065  1.2760  -0.9094
N  -0.5515  3.3353  -0.4116
C  0.8024  3.1429  -0.6934
C  1.7338  3.9673  -0.0656
C  3.0863  3.7374  -0.2297
C  3.5342  2.6944  -1.0305
C  4.9929  2.3239  -1.0960
N  5.2561  1.1832  -0.2364
C  5.1211  -0.0889  -0.7000
O  5.0710  -0.3795  -1.8704
O  5.1026  -0.9385  0.3405
C  5.0206  -2.3667  0.1171
C  3.7233  -2.7116  -0.6140
C  6.2409  -2.8524  -0.6647
C  5.0117  -2.9624  1.5250
C  2.6003  1.9139  -1.7018
C  1.2463  2.1344  -1.5453
C  -2.8229  -2.3053  0.5307
O  -2.9785  -3.1308  1.3910
O  -1.6600  -2.0106  -0.0411
C  -0.5005  -2.7313  0.3829
C  0.4367  -1.8690  1.1875
C  0.7501  -0.5873  0.7513
C  1.6445  0.1913  1.4645
C  2.2336  -0.3039  2.6155
C  1.9151  -1.5762  3.0599
C  1.0182  -2.3564  2.3501
H  -5.7863  -4.9760  -1.1316
H  -6.4637  -3.3470  -1.1024
H  -5.3597  -3.8769  0.1742
H  -3.4888  -3.9582  -1.3721
H  -5.5037  -3.2660  -3.5563
H  -3.7586  -3.3976  -3.7847
H  -4.7008  -4.8219  -3.3442
H  -3.3087  -1.6173  -2.1239
H  -5.0531  -1.3948  -1.9241
H  -4.8579  -1.6277  0.5103
H  -2.7284  0.2216  -0.4412
H  -5.6743  2.9610  1.3960
H  -4.4766  5.2664  1.4115
H  -0.8192  4.2040  0.0396
H  1.3913  4.7701  0.5718
H  3.8002  4.3677  0.2812
H  5.2676  2.0172  -2.1076
H  5.6287  3.1535  -0.7777
H  5.1296  1.3079  0.7563
H  3.7396  -2.2998  -1.6190
H  2.8740  -2.2970  -0.0749
H  3.6141  -3.7909  -0.6740
H  7.1541  -2.5690  -0.1457
H  6.2085  -3.9342  -0.7582
H  6.2496  -2.4112  -1.6574
H  4.1479  -2.5961  2.0734
H  5.9131  -2.6714  2.0577
H  4.9661  -4.0458  1.4689
H  2.9446  1.1135  -2.3384
H  0.5319  1.5175  -2.0629
H  -0.8179  -3.6034  0.9640
H  -0.0040  -3.0625  -0.5366
H  0.2805  -0.2019  -0.1399
H  1.8841  1.1850  1.1159
H  2.9371  0.3005  3.1692
H  2.3616  -1.9613  3.9653
H  0.7712  -3.3485  2.6990

=====

Entry 2:
Computed, not measured: C24H23HfN8O5S3 as an isolated structure, with ωB97M-V with the def2-TZVPD basis set.

The calculation puts the HOMO energy at -11.193 eV. The charge is +1. The energy above the lowest of the compared OMol25 structures with the same formula, charge and spin comes out at 0.410 eV. The value obtained for the HOMO-LUMO gap is 7.087 eV. As for the spin multiplicity: 1. For the LUMO energy, the calculation gives -4.11 eV.

Positions of all 64 atoms, in Å:
Hf  0.9642  -1.6546  -1.1376
O  0.7997  -3.2637  -4.9978
C  0.8278  -2.5676  -4.0098
N  1.2670  -2.9104  -2.7643
C  1.6208  -4.2838  -2.5043
C  0.9056  -4.7510  -1.2567
C  0.9537  -6.0763  -0.8496
C  0.2972  -6.4482  0.3060
C  -0.3818  -5.4868  1.0492
C  -0.3569  -4.1866  0.6073
N  0.2682  -3.8155  -0.5269
C  0.2708  -1.1530  -4.0661
C  0.1831  -0.5011  -5.2772
C  -0.3500  0.7786  -5.2927
C  -0.7816  1.3526  -4.1029
C  -0.6409  0.6397  -2.9305
N  -0.1167  -0.5963  -2.9031
H  2.6982  -4.3896  -2.3367
H  1.3649  -4.9109  -3.3618
H  1.4967  -6.7965  -1.4456
H  0.3141  -7.4784  0.6360
H  -0.9027  -5.7386  1.9608
H  -0.8324  -3.4004  1.1809
H  0.5172  -1.0079  -6.1707
H  -0.4307  1.3276  -6.2213
H  -1.2102  2.3439  -4.0830
H  -0.9480  1.0502  -1.9773
S  2.9100  -0.2113  -1.7521
C  3.7417  -1.1867  -0.5559
S  2.7358  -2.1296  0.5441
C  5.0939  -1.2813  -0.5151
C  5.9021  -0.5430  -1.4385
N  6.5332  0.0678  -2.1792
C  5.7392  -2.1141  0.4545
N  6.2561  -2.7880  1.2284
C  -2.9059  6.4907  4.6051
C  -2.9697  5.1910  3.8120
S  -1.7169  5.1663  2.5646
O  -2.0325  6.1480  1.5659
O  -0.4260  5.1464  3.2093
C  -1.8867  3.5794  1.7654
C  -1.1627  2.4784  2.5176
N  -1.0909  1.2490  1.7022
C  -0.0234  0.9020  0.9576
N  -0.2632  -0.2435  0.3050
C  -1.5214  -0.6461  0.6614
C  -2.0433  0.2772  1.4987
N  -3.3499  0.2496  2.1087
O  -3.6783  1.2091  2.7780
O  -3.9975  -0.7532  1.9223
C  1.2429  1.6774  0.9184
H  -3.6849  6.4709  5.3653
H  -3.0734  7.3512  3.9605
H  -1.9431  6.6006  5.1001
H  -3.9273  5.0714  3.3033
H  -2.8005  4.3248  4.4553
H  -1.4351  3.7480  0.7847
H  -2.9425  3.3503  1.6256
H  -1.6403  2.2268  3.4597
H  -0.1380  2.7717  2.7223
H  -2.0009  -1.5420  0.3012
H  1.6055  1.8666  1.9283
H  1.1020  2.6361  0.4158
H  1.9945  1.1125  0.3751

=====

Entry 3:
Computed, not measured: C32H37BN9S4Si2Zr as an isolated structure in a non-equilibrium geometry, with ωB97M-V with the def2-TZVPD basis set.

The calculation puts the HOMO energy (alpha / beta) at -2.370 / -2.369 eV. The charge is -1. The value obtained for the HOMO-LUMO gap (alpha / beta) is 4.708 / 4.707 eV. As for the spin multiplicity: 1. For the LUMO energy (alpha / beta), the calculation gives 2.34 / 2.34 eV.

Positions of all 86 atoms, in Å:
Zr  1.0531  -0.9092  0.9507
N  -0.6903  -3.4319  -0.5334
C  -1.5181  -2.7404  0.3448
C  -2.8060  -3.2359  0.5129
C  -3.6465  -2.7158  1.4727
C  -3.1377  -1.6379  2.2218
C  -1.8821  -1.1660  1.9985
N  -0.9707  -1.7337  1.1016
C  0.5417  -3.1969  -1.0561
C  1.1373  -4.2961  -1.7390
C  2.2686  -4.1132  -2.4612
C  2.8468  -2.8330  -2.5252
C  2.2591  -1.8358  -1.8062
N  1.1182  -1.9754  -1.0842
H  -1.0516  -4.3373  -0.7883
H  -3.1210  -4.0531  -0.1273
H  -4.6487  -3.0906  1.6197
H  -3.7404  -1.1294  2.9632
H  -1.5217  -0.2945  2.5207
H  0.6774  -5.2723  -1.6499
H  2.7259  -4.9495  -2.9748
H  3.7591  -2.6405  -3.0692
H  2.6952  -0.8486  -1.7503
S  3.3306  0.2834  0.5569
C  4.6032  -0.8791  0.8745
C  5.9391  -0.4003  0.7310
N  7.0020  0.0282  0.6083
C  4.3568  -2.1700  1.2251
S  2.7803  -2.8736  1.4295
C  5.4583  -3.0599  1.4498
N  6.3232  -3.7983  1.6288
C  0.0372  -2.9135  4.4832
N  -0.4395  -1.5761  4.7862
C  -1.6269  -1.2472  5.3983
C  -1.7259  0.0972  5.3451
N  -0.6096  0.5945  4.7049
B  -0.5174  2.1486  4.4525
N  0.6821  2.5868  3.5679
C  1.7000  3.3867  4.0333
C  2.4696  3.7540  2.9886
N  1.9186  3.1667  1.8702
C  2.3758  3.3929  0.5107
C  0.8427  2.4424  2.2405
S  -0.1630  1.5066  1.1986
C  0.1720  -0.4397  4.3646
S  1.6986  -0.4490  3.5825
H  -0.5357  -3.6235  5.0758
H  1.0978  -2.9870  4.7154
H  -0.0884  -3.1206  3.4174
H  -2.2921  -1.9961  5.7890
H  -2.5010  0.7535  5.6983
H  -0.3804  2.6939  5.5263
H  -1.5525  2.4731  3.9196
H  1.7808  3.6214  5.0783
H  3.3570  4.3577  2.9329
H  3.3817  3.0012  0.3845
H  2.3429  4.4612  0.2955
H  1.7067  2.8641  -0.1631
C  -1.0311  3.6902  -1.5108
Si  -1.8186  2.0917  -2.1271
C  -3.0981  1.4457  -0.9104
C  -2.4768  2.3440  -3.8929
C  -3.4648  3.1237  -4.4973
C  -3.6098  3.1082  -5.8760
C  -2.7726  2.3198  -6.6656
C  -1.7898  1.5365  -6.0803
C  -1.6346  1.5401  -4.6927
Si  -0.5492  0.6293  -3.4299
C  1.3048  0.9031  -3.6435
C  -0.9628  -1.2159  -3.3868
H  -1.6265  4.5410  -1.8547
H  -0.0225  3.8153  -1.9108
H  -0.9765  3.7131  -0.4229
H  -4.0492  1.9627  -1.0699
H  -2.7884  1.6068  0.1231
H  -3.2772  0.3766  -1.0467
H  -4.1213  3.7464  -3.8980
H  -4.3742  3.7127  -6.3499
H  -2.8981  2.3217  -7.7420
H  -1.1496  0.9241  -6.7068
H  1.4758  1.7190  -4.3499
H  1.8048  0.0117  -4.0281
H  1.7883  1.1727  -2.7015
H  -1.6448  -1.4478  -4.2087
H  -1.4475  -1.5143  -2.4551
H  -0.0622  -1.8209  -3.5073

=====

Entry 4:
Computed, not measured: an isolated molecule of C4H12OSi2 in a non-equilibrium geometry, with ωB97M-V with the def2-TZVPD basis set.

The calculation puts the HOMO energy at -9.953 eV. The energy above the lowest of the compared OMol25 structures with the same formula, charge and spin comes out at 0.000 eV. Its SMILES is C=C[Si](C)(C)O[SiH3]. The value obtained for the HOMO-LUMO gap is 10.873 eV. As for the spin multiplicity: 1. For the LUMO energy, the calculation gives 0.92 eV.

Positions of all 19 atoms, in Å:
C  1.5805  -2.0934  -0.0172
C  0.6199  -1.3604  0.5231
Si  0.0808  0.3528  -0.0709
C  1.4924  1.0019  -1.4731
C  0.1260  1.6128  1.3527
O  -1.4512  0.2290  -0.6396
Si  -2.9406  -0.2327  -0.1787
H  1.8497  -3.0680  0.3619
H  2.1418  -1.7492  -0.8687
H  0.0915  -1.7678  1.3785
H  1.2917  2.0283  -1.7530
H  2.4644  0.9343  -1.0085
H  1.4607  0.3826  -2.3596
H  -0.6641  1.4301  2.0756
H  1.0755  1.5672  1.8786
H  0.0056  2.6283  0.9841
H  -3.8319  0.5687  -1.0079
H  -3.0498  -1.6718  -0.4146
H  -3.1211  0.0504  1.2485

=====

Entry 5:
Computed, not measured: C29H34N8O6Pb as an isolated structure in a non-equilibrium geometry, with ωB97M-V with the def2-TZVPD basis set.

The calculation puts the HOMO energy at -12.611 eV. The charge is +2. The energy above the lowest of the compared OMol25 structures with the same formula, charge and spin comes out at 4.652 eV. The value obtained for the HOMO-LUMO gap is 2.017 eV. As for the spin multiplicity: 1. For the LUMO energy, the calculation gives -10.59 eV.

Positions of all 78 atoms, in Å:
Pb  -0.8320  1.3493  -0.7304
O  -4.9185  0.7097  0.7940
C  -3.6681  1.0868  0.6291
N  -3.0479  0.9557  -0.4723
C  -3.6535  0.5301  -1.6812
C  -3.2081  1.2193  -2.9091
C  -3.8901  1.1990  -4.1495
C  -3.3282  1.8441  -5.2954
C  -2.2635  2.6235  -5.1403
C  -1.7407  2.6983  -3.8405
N  -2.1456  1.9427  -2.8255
C  -3.0901  1.7695  1.8353
C  -3.8996  2.0848  2.9042
C  -3.5082  3.1301  3.7198
C  -2.3069  3.8044  3.5451
C  -1.5979  3.3810  2.4287
N  -1.9580  2.3760  1.6569
H  -4.7940  0.5289  -1.6414
H  -3.6589  -0.4826  -2.0137
H  -4.6974  0.5311  -4.3971
H  -3.8109  1.6446  -6.1905
H  -1.7539  3.0979  -5.9390
H  -0.7765  3.2229  -3.8300
H  -4.8322  1.5896  2.9635
H  -4.2752  3.2851  4.4895
H  -2.0442  4.5931  4.2028
H  -0.5587  3.7736  2.2423
O  6.0035  -0.6515  1.8927
C  7.1348  -0.6820  1.4701
C  7.6325  -0.1253  0.1547
C  8.6485  -0.8059  -0.3610
C  9.1242  -0.3299  -1.6953
C  8.5223  0.7488  -2.4055
C  7.5492  1.4318  -1.8186
C  6.9979  1.0498  -0.5072
O  6.0844  1.6020  0.0636
N  10.0638  -1.1758  -2.3663
O  10.1570  -2.3094  -1.9468
O  10.7249  -0.6876  -3.2479
H  7.9601  -1.1245  2.0433
H  9.1249  -1.7352  -0.0914
H  8.9108  0.9124  -3.4235
H  7.1591  2.3794  -2.2181
C  0.3234  0.2808  3.5373
N  -1.0185  -0.2228  3.7501
C  -1.5731  0.0711  5.0888
C  -1.6107  -0.9100  2.7905
O  -1.1231  -0.7364  1.5891
N  -2.7146  -1.6464  3.0424
C  -3.4495  -2.0432  1.8829
C  -2.7361  -2.5953  4.2063
H  0.9440  0.1757  4.4224
H  0.3425  1.3578  3.2842
H  0.8589  -0.2700  2.7208
H  -1.2292  1.1021  5.3084
H  -1.2748  -0.6530  5.8946
H  -2.7413  0.0524  5.0151
H  -3.5352  -1.2915  1.1050
H  -4.5007  -2.2306  2.1643
H  -3.2355  -2.9738  1.4243
H  -1.7443  -2.9265  4.4711
H  -3.3657  -3.4761  3.9896
H  -3.0830  -2.0441  5.0983
C  -2.0463  -4.1329  -1.3108
C  -1.5139  -2.8655  -1.8733
C  -1.0289  -2.5312  -3.0884
C  -0.5249  -1.2053  -3.0341
N  -0.6626  -0.8596  -1.7438
N  -1.2972  -1.7964  -1.0769
C  0.0674  -0.2900  -4.0191
H  -1.2121  -4.8642  -1.1638
H  -2.8212  -4.5202  -1.9754
H  -2.4889  -3.9529  -0.3140
H  -0.8504  -3.1342  -3.9423
H  -1.4941  -1.6977  -0.0812
H  -0.6707  0.0905  -4.7189
H  0.8065  -0.8212  -4.6452
H  0.6644  0.5752  -3.6962

=====

Entry 6:
Computed, not measured: an isolated molecule of C7H8O2 in a non-equilibrium geometry, with ωB97M-V with the def2-TZVPD basis set.

The calculation puts the HOMO energy at -8.998 eV. The energy above the lowest of the compared OMol25 structures with the same formula, charge and spin comes out at 8.453 eV. Its SMILES is C=C1[C@H](O)C(=O)[C@@H]2C[C@@H]12. The value obtained for the HOMO-LUMO gap is 9.470 eV. As for the spin multiplicity: 1. For the LUMO energy, the calculation gives 0.47 eV.

Positions of all 17 atoms, in Å:
C  1.4439  1.6127  -0.2594
C  0.3084  0.8357  -0.1152
C  -1.2580  0.6860  -0.4240
O  -2.0240  1.3225  0.6460
C  -1.4868  -0.8521  -0.2277
O  -2.6315  -1.1662  -0.0532
C  -0.0651  -1.4703  -0.4540
C  1.3843  -1.6016  0.2469
C  0.5006  -0.3833  0.6732
H  2.5414  1.4487  0.2383
H  1.5801  2.7499  -0.5591
H  -1.8128  1.0916  -1.4358
H  -3.0079  1.0264  0.5807
H  0.2968  -0.7902  -1.3382
H  2.0450  -1.4452  -0.4045
H  1.8327  -2.5896  0.9230
H  0.3531  -0.4748  1.9629